No. 1
Computed, not measured: 2 unconnected molecules or ions with the total composition C20H26F3N3O4 in a non-equilibrium geometry, with the ωB97M-V functional and the def2-TZVPD basis.

Summary:
Charge: +2
Orbital gap, eV: 6.12
E_HOMO, eV: -14.7038
Electronic energy, eV: -41939.814

Element x y z (Å)
N -7.371 3.952 3.678
C -6.895 3.354 2.510
C -6.539 1.745 2.385
N -5.010 1.543 2.357
C -4.026 2.466 3.073
C -2.372 2.230 2.987
C -1.875 0.926 2.112
C -0.277 0.566 1.908
C 0.823 1.760 2.274
C 2.402 1.390 2.018
N 2.858 0.022 1.469
C 4.370 -0.144 1.243
C 4.785 1.100 0.209
O 3.802 1.294 -0.880
C 3.607 2.720 -1.190
C 3.292 2.900 -2.823
F 2.227 1.956 -3.295
F 4.547 2.701 -3.639
F 2.809 4.306 -3.049
C 1.863 -1.100 1.127
C 0.235 -0.882 1.332
C -2.953 -0.094 1.371
C -4.553 0.312 1.547
H -7.472 3.180 4.402
H -6.679 4.025 1.557
H -6.900 1.420 1.295
H -7.022 1.088 3.238
H -4.377 3.380 3.715
H -1.632 2.976 3.529
H 0.403 2.788 2.657
H 3.195 2.248 2.242
H 4.659 -1.171 0.761
H 4.918 -0.016 2.288
H 4.942 2.049 0.883
H 5.827 0.890 -0.322
H 4.635 3.275 -0.983
H 2.759 3.243 -0.542
H 2.192 -2.140 0.678
H -0.481 -1.767 1.052
H -2.574 -1.038 0.762
H -5.353 -0.381 0.997
C 1.419 -6.172 -3.665
C 0.432 -5.659 -2.631
O 0.855 -4.393 -2.109
C 0.605 -3.319 -2.899
O 0.053 -3.338 -3.988
O 1.103 -2.219 -2.280
C 0.990 -1.023 -3.049
H 2.433 -6.193 -3.254
H 1.147 -7.180 -3.992
H 1.446 -5.521 -4.544
H 0.398 -6.355 -1.785
H -0.584 -5.594 -3.036
H -0.039 -0.861 -3.384
H 1.674 -1.064 -3.903
H 1.280 -0.182 -2.413



No. 2
Computed, not measured: 2 unconnected molecules or ions with the total composition C3H10OS2 in a non-equilibrium geometry, with the ωB97M-V functional and the def2-TZVPD basis.

Summary:
Charge: +1
2S+1: 2
⟨S²⟩: 0.7549
Orbital gap (spin up / spin down), eV: 10.36 / 6.90
E_HOMO (spin up / spin down), eV: -14.8085 / -14.9001
Electronic energy, eV: -26982.606

Element x y z (Å)
C 1.952 0.632 -0.142
C 1.562 -0.838 -0.518
S 0.236 -1.653 0.347
S -1.505 -1.140 -0.552
C -1.429 0.569 -1.153
H 1.086 1.146 0.280
H 2.347 1.183 -0.981
H 2.653 0.601 0.690
H 1.509 -0.841 -1.607
H 2.422 -1.459 -0.254
H -2.154 0.532 -1.970
H -1.916 1.187 -0.396
H -0.432 0.862 -1.445
H -1.424 0.051 2.873
H -2.560 -0.717 2.051
O -2.346 -0.112 2.776